Entry 1:
Here is an isolated molecule of C7H10O2 in a non-equilibrium geometry from the Open Molecules 2025 dataset. Energies are from ωB97M-V with the def2-TZVPD basis set.

ΔE to the lowest compared entry with this formula, charge and spin = 2.149 eV
SMILES = CC1=C(C)[C@](C)(O)C1=O
maximum force = 4.97 eV/A
multiplicity = 1

Geometry (Å):
C 0.0981 2.6035 -0.1501
C -0.3829 1.1683 -0.0728
C 0.4046 0.0655 -0.1351
C 1.9294 -0.0397 -0.5128
C -0.6837 -0.9925 0.0093
C -0.6025 -2.0988 1.0126
O -0.9596 -1.5076 -1.3115
C -1.6302 0.4705 0.2111
O -2.7757 0.7356 0.3182
H -0.4755 3.1817 0.6129
H 0.0016 3.0383 -1.1033
H 1.1067 2.6275 0.4128
H 2.0037 0.3308 -1.5386
H 2.2859 -0.9991 -0.5263
H 2.4405 0.7746 0.0773
H 0.0258 -2.8631 0.6690
H -1.6259 -2.2404 1.3001
H -0.2001 -1.7620 1.9818
H -0.9602 -2.4929 -1.2546

---

Entry 2:
Here is an isolated molecule of C7H10O2 in a non-equilibrium geometry from the Open Molecules 2025 dataset. Energies are from ωB97M-V with the def2-TZVPD basis set.

ΔE to the lowest compared entry with this formula, charge and spin = 1.029 eV
SMILES = O[C@]12C[C@@H]3C[C@H]1[C@@]2(O)C3
maximum force = 2.40 eV/A
multiplicity = 1

Geometry (Å):
O 1.3761 0.5756 -1.9018
C 0.5404 0.3853 -0.7678
C -0.8048 0.9983 -0.6121
C -1.1259 0.3100 0.7034
C 0.1199 0.6815 1.5892
C 1.1426 0.2394 0.6171
C 0.5004 -0.9560 -0.1184
O 1.1917 -1.9872 -0.7099
C -0.9129 -1.1724 0.3467
H 0.7966 0.3956 -2.6878
H -1.5070 0.6933 -1.4553
H -0.7588 2.1055 -0.4900
H -2.1341 0.5681 1.0988
H 0.1176 1.7391 1.8357
H 0.0325 0.0707 2.5549
H 2.2306 0.2909 0.6950
H 1.6931 -1.6135 -1.4592
H -1.5745 -1.5037 -0.4725
H -0.9235 -1.8205 1.2342

---

Entry 3:
Here is a structure of composition C7H10O2 in a non-equilibrium geometry from the Open Molecules 2025 dataset. Energies are from ωB97M-V with the def2-TZVPD basis set.

ΔE to the lowest compared entry with this formula, charge and spin = 5.287 eV
maximum force = 7.00 eV/A
multiplicity = 1

Geometry (Å):
C -0.4480 0.5916 -0.5307
C 0.4663 -0.1444 -1.4200
C 1.2434 -1.2169 -0.6944
C 0.6685 -0.8511 0.7650
C 0.1792 1.1496 0.9517
C -0.9389 0.4458 1.5867
C -0.9154 -0.4570 0.4223
H -0.9546 1.6421 -2.1929
H 1.1369 0.5761 -2.3539
H -0.4185 -0.5334 -2.1920
H 2.2510 -0.9459 -0.6471
H 0.9806 -2.2472 -1.0231
H 0.4286 -1.6852 1.6966
H 0.5902 2.1803 1.3918
H -0.7663 0.2551 2.6282
H -1.7667 1.0429 1.5396
H -1.5565 -1.3915 0.2175
O -1.4632 1.2529 -1.3390
O 1.2833 0.3362 1.1937

---

Entry 4:
Here is an isolated molecule of C7H10O2S in a non-equilibrium geometry from the Open Molecules 2025 dataset. Energies are from ωB97M-V with the def2-TZVPD basis set.

ΔE to the lowest compared entry with this formula, charge and spin = 1.399 eV
SMILES = C=C(C)C1=CCCS1(=O)=O
maximum force = 4.42 eV/A
multiplicity = 1

Geometry (Å):
C 1.2993 -2.1652 0.1785
C 0.1395 -1.6450 -0.1762
C -1.1776 -2.3169 -0.4670
C 0.0322 -0.2024 -0.1258
C -1.0294 0.5877 -0.1840
C -0.9212 2.0097 -0.0856
C 0.4511 2.4412 0.2912
S 1.4568 0.7967 0.3613
O 1.5987 0.5558 1.7646
O 2.5395 0.8153 -0.5530
H 1.5705 -3.2002 0.1699
H 2.0336 -1.3998 0.5814
H -1.5789 -1.9865 -1.4563
H -2.0629 -2.1502 0.2173
H -0.8698 -3.3632 -0.6714
H -2.0217 0.1951 -0.4306
H -1.3818 2.4959 -1.0335
H -1.5616 2.4087 0.7964
H 0.8436 3.2114 -0.4993
H 0.6399 2.9118 1.3222

---

Entry 5:
Here is an isolated molecule of C7H10O3 in a non-equilibrium geometry from the Open Molecules 2025 dataset. Energies are from ωB97M-V with the def2-TZVPD basis set.

ΔE to the lowest compared entry with this formula, charge and spin = 3.287 eV
SMILES = CC(C)(/C=C\O)[C@@H]1OC1=O
maximum force = 5.95 eV/A
multiplicity = 1

Geometry (Å):
C 0.0952 0.5990 -1.4885
C 0.1085 0.3587 0.0526
C -0.0117 1.7126 0.6400
C 1.5502 -0.2282 0.4386
C 1.9432 -1.5232 0.4977
O 1.1397 -2.5819 0.3799
C -1.1720 -0.4659 0.4399
O -2.0255 -1.1570 -0.5654
C -2.6449 -0.2356 0.1310
O -3.7414 0.1583 0.3900
H 0.9689 1.0488 -1.9672
H -0.6463 1.3916 -1.7871
H 0.2254 -0.4305 -1.9120
H -0.9735 2.0563 0.3091
H 0.8644 2.2755 0.1401
H 0.0359 1.7610 1.7129
H 2.2765 0.5169 0.2987
H 2.9107 -1.7567 0.4695
H 0.1372 -2.4810 0.4267
H -1.0406 -1.0187 1.3936

---

Entry 6:
Here is an isolated molecule of C7H10S in a non-equilibrium geometry from the Open Molecules 2025 dataset. Energies are from ωB97M-V with the def2-TZVPD basis set.

ΔE to the lowest compared entry with this formula, charge and spin = 4.629 eV
maximum force = 3.54 eV/A
multiplicity = 1

Geometry (Å):
C 0.2835 -1.1353 -0.6355
C -1.0153 -1.1788 -0.7831
C 0.9630 0.0094 -0.0887
C -2.2853 -0.4304 1.3596
C -0.9109 1.5354 -0.6607
C 0.3795 1.2267 0.0145
C 2.4228 -0.3320 0.0478
S -2.0555 0.1590 -0.2363
H 0.7277 -2.0442 -0.8228
H -1.4139 -2.1842 -0.9667
H -3.2038 -0.1006 1.7712
H -1.5271 -0.1346 1.9790
H -1.1942 2.5333 -0.2593
H -0.6385 1.4168 -1.7699
H 0.9395 1.9402 0.7922
H 2.7169 -1.4453 0.2768
H 2.8542 0.3302 0.8581
H 2.9574 -0.1654 -0.8760

---

Entry 7:
Here is an isolated molecule of C7H10S in a non-equilibrium geometry from the Open Molecules 2025 dataset. Energies are from ωB97M-V with the def2-TZVPD basis set.

ΔE to the lowest compared entry with this formula, charge and spin = 5.147 eV
SMILES = SCC/C=C/C1C=C1
maximum force = 4.79 eV/A
multiplicity = 1

Geometry (Å):
S -4.3986 -0.3827 -0.0747
C -2.4633 -0.1313 0.4760
C -1.4878 0.8551 -0.3085
C 0.0883 0.9714 0.1571
C 0.9393 0.1266 -0.4188
C 2.3482 0.2144 -0.1524
C 3.0506 -0.8152 0.6711
C 3.4486 -0.8516 -0.5911
H -4.2339 -1.7460 -0.1265
H -2.1651 -1.1901 0.5081
H -2.5372 0.2542 1.5269
H -1.4737 0.8514 -1.4802
H -1.8458 1.8213 0.1222
H 0.0529 1.7046 0.9663
H 0.6161 -0.5351 -1.2364
H 2.8550 1.2735 -0.1351
H 3.1701 -1.3468 1.5866
H 4.0365 -1.0738 -1.4903

---

Entry 8:
Here is a structure of composition C7H11AlCaCl5F7N2O12S3 in a non-equilibrium geometry from the Open Molecules 2025 dataset. Energies are from ωB97M-V with the def2-TZVPD basis set.

DFT total energy = -6399.6661 hartree
maximum force = 9.96 eV/A
multiplicity = 1

Geometry (Å):
O 3.0180 0.3761 -1.3520
C 2.5887 1.5618 -1.7921
O 3.6013 2.3881 -2.5278
N 1.2178 2.1646 -1.5758
N 0.2185 1.4797 -2.2620
C -0.9660 2.2203 -2.2533
S -2.3414 3.2047 -1.9122
H 3.3291 3.3268 -2.3023
H 0.9868 2.3009 -0.5664
F 0.4586 0.3775 0.0256
Ca -0.1414 4.4875 -0.9044
C 5.2586 -2.3580 -1.0135
Cl 6.1781 -1.0426 -0.2397
Cl 6.2553 -3.8342 -1.0561
Cl 3.7724 -2.6715 -0.0820
Cl 4.8284 -1.8837 -2.6762
C 2.3889 -2.0956 3.3930
F 3.5073 -2.8893 3.4254
F 2.8226 -0.8578 2.9910
F 1.6224 -2.5746 2.3610
S 1.4759 -2.0554 5.0230
O 2.4368 -1.5231 5.9989
O 1.0914 -3.4477 5.2927
O 0.3232 -1.1703 4.8070
O -2.4642 4.5819 -5.5796
C -3.6082 3.8945 -5.7027
C -3.2745 2.3521 -5.9748
O -4.4184 1.6673 -6.1116
H -4.2913 4.1992 -6.5155
H -4.2924 3.9006 -4.8359
H -2.6022 2.0458 -5.1543
H -2.5802 2.3447 -6.8334
O -3.6206 0.1268 -1.8716
H -3.5933 -0.0749 -0.9017
H -3.1073 0.9471 -2.0856
H -4.5527 0.1860 -2.2031
Al 1.8473 -2.6713 7.5336
C -3.1223 -3.1199 3.6597
F -2.0039 -3.9137 3.6921
F -2.6887 -1.8821 3.2577
F -3.8888 -3.5989 2.6277
S -4.0354 -3.0797 5.2897
O -3.0744 -2.5474 6.2656
O -4.4198 -4.4720 5.5594
O -5.1880 -2.1946 5.0737
Cl -2.0880 0.5169 -4.4538
O 5.8831 1.9360 1.8055
H 5.1240 2.2597 1.2978
H 6.1288 1.1117 1.3592

---

Entry 9:
Here is an isolated molecule of C7H11BrSi in a non-equilibrium geometry from the Open Molecules 2025 dataset. Energies are from ωB97M-V with the def2-TZVPD basis set.

DFT total energy = -3136.6990 hartree
maximum force = 7.76 eV/A
multiplicity = 3

Geometry (Å):
C 0.1697 1.8767 -0.1205
C 1.4354 2.3225 -0.3557
C 0.1852 0.5979 0.6181
C 2.3470 1.5079 0.4177
C 1.6768 0.4456 0.8917
C -1.1640 -2.2125 1.0011
C -0.9140 -1.0596 -1.8699
Si -1.2403 -0.6358 -0.0736
Br -3.1119 0.5227 0.1908
H -0.7184 2.4163 -0.5987
H 1.8551 3.1870 -0.9016
H -0.0458 0.8365 1.7166
H 3.3422 1.6407 0.5555
H 2.1340 -0.4189 1.5172
H -1.4149 -2.1772 2.1230
H -1.9532 -2.8843 0.7873
H -0.2437 -2.6188 0.9972
H -1.7762 -1.4909 -2.3956
H -0.5840 -0.2611 -2.5125
H 0.0208 -1.5949 -1.9880

---

Entry 10:
Here is an isolated molecule of C7H11Cl2NO4 in a non-equilibrium geometry from the Open Molecules 2025 dataset. Energies are from ωB97M-V with the def2-TZVPD basis set.

ΔE to the lowest compared entry with this formula, charge and spin = 4.663 eV
SMILES = O=[N+]([O-])C(Cl)(Cl)CO[C@@H]1CCCCO1
maximum force = 5.04 eV/A
multiplicity = 1

Geometry (Å):
O -5.4476 -0.8304 -1.3613
N -5.1683 0.1242 -0.6862
O -5.6431 1.2083 -0.6697
C -3.8343 -0.0836 0.1725
Cl -4.1364 -1.3237 1.3262
Cl -3.4520 1.4210 0.9158
C -2.7576 -0.5720 -0.9063
O -1.6175 -0.7757 -0.1353
C -0.3554 -0.7210 -0.8028
C 0.7042 -1.3115 0.0568
C 0.9739 -0.2613 1.2813
C 1.2718 1.0979 0.6845
C 0.1514 1.4899 -0.2146
O -0.0455 0.5503 -1.3060
H -2.4490 0.2244 -1.6662
H -3.2123 -1.4763 -1.2488
H -0.5517 -1.3215 -1.7927
H 1.5589 -1.2285 -0.5051
H 0.4027 -2.3083 0.2015
H 1.9555 -0.6140 1.8412
H 0.2308 -0.1279 2.0589
H 1.5534 1.7953 1.3694
H 2.2155 0.8835 0.0598
H -0.8668 1.4937 0.3790
H 0.3900 2.4644 -0.5139

---

Entry 11:
Here is an isolated molecule of C7H11ClN2O in a non-equilibrium geometry from the Open Molecules 2025 dataset. Energies are from ωB97M-V with the def2-TZVPD basis set.

DFT total energy = -917.8929 hartree
maximum force = 5.15 eV/A
multiplicity = 3

Geometry (Å):
C 1.0347 0.8742 0.5666
C 0.6088 1.9594 1.1514
C 1.1890 -0.5726 -1.3663
C -0.3130 -0.2909 -1.3706
C -0.3481 -0.6913 1.1214
C 2.0040 0.3090 -0.3331
C -1.0022 -1.0400 -0.2637
N -1.3401 -0.1090 1.8852
N -2.4159 -0.5673 -0.0639
O -2.3591 0.3729 1.1355
Cl 2.8185 1.6045 -1.2642
H 1.3392 2.7083 1.1269
H -0.3126 2.0666 1.6876
H 1.4059 -1.5742 -1.0499
H 1.7240 -0.3962 -2.4141
H -0.6301 0.7389 -1.2569
H -0.8208 -0.8595 -2.2600
H 0.3442 -1.3064 1.6437
H 2.7501 -0.3361 0.2806
H -1.1989 -2.0625 -0.5570
H -1.6575 -0.8110 2.5068
H -2.8200 -0.0168 -0.9059